Entry 1:
A structure of composition C37H35Cl2P2PdS3, computed with ωB97M-V/def2-TZVPD.

Structure (XYZ):
```
80
Properties=species:S:1:pos:R:3:forces:R:3
Pd 0.1888 -0.6288 -0.1381 -0.11 0.70 0.06
C 1.4847 -4.0059 -3.0706 0.01 -0.05 0.01
C 1.2295 -2.7223 -2.3330 -0.15 0.05 -0.01
S 0.0047 -2.7457 -1.1735 0.27 -0.30 -0.05
C 1.9575 -1.5748 -2.6451 -0.07 0.03 0.03
C 3.0112 -1.6177 -3.7138 0.02 0.00 -0.01
S 1.6878 -0.0739 -1.9051 0.04 0.02 -0.08
H 0.7429 -4.7578 -2.8114 0.00 0.00 0.00
H 2.4713 -4.4004 -2.8154 0.00 0.00 -0.02
H 1.4601 -3.8506 -4.1502 0.00 0.01 0.00
H 2.5642 -1.8343 -4.6870 0.00 0.00 0.00
H 3.7384 -2.4053 -3.5071 0.00 0.00 0.00
H 3.5389 -0.6694 -3.7816 0.00 0.00 -0.01
Cl 0.1373 -3.3703 2.0292 -0.04 0.09 0.07
C 1.1484 -2.6214 3.2097 -0.04 -0.10 0.02
C 1.0041 -3.0386 4.5165 -0.03 0.01 -0.03
C 1.8667 -2.5602 5.4923 0.03 0.01 -0.01
C 2.8990 -1.7002 5.1540 -0.02 0.01 -0.04
C 3.0478 -1.2958 3.8412 0.07 0.03 0.05
Cl 4.3873 -0.2755 3.4793 -0.02 0.04 -0.03
C 2.1486 -1.6973 2.8190 0.05 -0.03 -0.02
S 2.3419 -1.0748 1.2283 -0.14 -0.20 0.02
H 0.2319 -3.7544 4.7592 0.00 0.00 0.01
H 1.7524 -2.8859 6.5171 -0.01 0.00 0.00
H 3.5988 -1.3471 5.8974 0.00 0.00 0.00
C -2.8211 -0.6564 1.9642 -0.03 -0.09 0.02
C -1.4472 -0.1375 2.4056 0.20 0.03 0.01
P -1.2862 1.6483 1.9391 -0.05 0.15 0.13
C -1.2169 2.4736 3.5704 0.00 -0.07 0.05
C -0.4211 3.5962 3.7900 0.01 0.02 -0.05
C -0.4725 4.2726 5.0001 0.00 0.01 0.02
C -1.3258 3.8451 6.0057 -0.01 -0.02 0.00
C -2.1362 2.7389 5.7918 0.01 0.03 0.03
C -2.0856 2.0627 4.5835 0.01 -0.02 -0.03
C 0.3914 1.9433 1.2776 0.01 -0.03 0.00
C 0.4410 2.5675 0.0258 -0.02 -0.08 -0.02
C 1.6432 3.0190 -0.5021 -0.01 0.00 -0.02
C 2.8110 2.8659 0.2256 0.02 0.00 0.00
C 2.7805 2.2584 1.4753 0.01 -0.04 0.01
C 1.5837 1.7921 1.9983 0.01 0.04 0.00
C -2.9743 -1.0652 0.4909 -0.10 0.07 0.00
P -2.2205 -0.0216 -0.8368 0.30 -0.32 0.02
C -3.3834 1.3377 -1.2875 -0.05 -0.07 -0.06
C -4.2213 1.1494 -2.3935 -0.04 0.05 0.01
C -5.1488 2.1140 -2.7566 0.01 0.00 0.01
C -5.2568 3.2912 -2.0333 -0.01 -0.03 -0.02
C -4.4226 3.4954 -0.9469 -0.01 0.06 0.02
C -3.4956 2.5335 -0.5788 0.10 0.00 0.00
C -2.3476 -1.0819 -2.3163 -0.05 -0.04 0.02
C -1.5354 -0.7577 -3.4027 -0.05 0.06 0.04
C -1.5527 -1.5353 -4.5471 0.03 0.02 -0.03
C -2.3757 -2.6516 -4.6171 -0.01 -0.04 -0.02
C -3.1922 -2.9762 -3.5450 -0.01 -0.01 0.00
C -3.1854 -2.1907 -2.4002 0.05 0.04 0.00
H -3.5757 0.0949 2.2131 0.03 0.02 -0.03
H -3.0733 -1.5431 2.5521 -0.01 0.02 0.01
H -0.6131 -0.7250 1.9896 -0.17 -0.05 -0.04
H -1.3270 -0.2429 3.4859 -0.04 0.00 0.00
H 0.2477 3.9514 3.0155 0.00 0.00 0.00
H 0.1570 5.1392 5.1547 0.00 0.00 0.00
H -1.3642 4.3737 6.9487 0.00 0.00 0.00
H -2.8146 2.4039 6.5655 0.00 0.00 0.00
H -2.7408 1.2116 4.4360 0.00 0.00 -0.01
H -0.4798 2.7130 -0.5277 0.00 0.01 0.00
H 1.6610 3.4995 -1.4713 0.00 0.00 0.00
H 3.7492 3.2294 -0.1725 0.00 0.00 0.00
H 3.6919 2.1589 2.0461 0.03 -0.03 0.03
H 1.5619 1.3578 2.9922 -0.01 0.01 0.00
H -4.0355 -1.2187 0.2817 0.01 0.00 -0.05
H -2.4745 -2.0301 0.3497 -0.01 -0.01 -0.03
H -4.1643 0.2541 -2.9916 0.02 -0.06 0.01
H -5.7845 1.9376 -3.6143 -0.01 0.01 0.00
H -5.9805 4.0435 -2.3176 0.00 0.00 0.00
H -4.4864 4.4118 -0.3746 0.00 0.00 -0.01
H -2.8578 2.7174 0.2695 -0.03 -0.01 0.03
H -0.8737 0.0996 -3.3459 -0.02 0.00 0.00
H -0.9202 -1.2727 -5.3857 0.00 0.00 0.00
H -2.3844 -3.2633 -5.5098 0.00 0.00 0.00
H -3.8402 -3.8412 -3.5979 0.00 0.00 0.00
H -3.8338 -2.4577 -1.5770 -0.01 -0.01 0.01
```
Forces are in eV/Å.

## Properties
total charge: +1
spin multiplicity: 5
LUMO energy (alpha / beta): -2.0 / -5.4 eV
HOMO level (alpha / beta): -10.12 / -10.52 eV

---

Entry 2:
A structure of composition C37H35ClN2PtS2Si2, computed with ωB97M-V/def2-TZVPD.

Structure (XYZ):
```
80
Properties=species:S:1:pos:R:3:forces:R:3
C -1.0090 -0.5285 5.5680 -1.64 -0.30 -0.02
C -1.7735 0.0938 4.5078 -0.72 -1.77 -0.14
C -2.0933 -0.9648 3.5385 -0.14 0.78 1.12
H -2.2918 1.0378 4.5669 0.12 -0.06 -0.02
C -1.5934 -2.1905 4.0816 -0.15 0.34 0.07
C -0.9440 -1.9047 5.2982 -0.40 0.03 0.56
H -0.5453 -2.6439 5.9934 0.05 0.17 -0.31
H -0.7527 -0.0417 6.5080 0.21 -0.11 -0.33
H -2.8126 -0.8320 2.7391 0.14 -0.28 0.09
H -1.7979 -3.1857 3.6974 0.25 0.24 -0.16
Pt -0.0724 0.1057 3.0755 -0.99 -0.20 -0.27
Si 2.6650 0.1907 -4.4735 0.20 0.19 -0.01
C 1.8077 1.7046 -5.1160 -0.06 0.42 0.02
C 2.3399 2.4331 -6.1949 -0.49 0.03 0.16
H 3.2898 2.1217 -6.6337 -0.25 0.13 0.06
C 1.6486 3.5352 -6.7054 -0.02 -0.05 0.10
H 2.0589 4.0907 -7.5518 -0.14 -0.14 0.27
C 0.4318 3.9232 -6.1336 0.10 -0.23 0.12
H -0.1092 4.7806 -6.5331 0.13 -0.20 0.07
C -0.0917 3.2166 -5.0449 0.16 -0.05 -0.01
H -1.0428 3.5107 -4.5964 0.28 -0.02 -0.17
C 0.6043 2.1213 -4.5257 0.01 0.21 -0.43
H 0.2087 1.5756 -3.6664 0.02 0.14 -0.22
C 1.9451 -1.3365 -5.2342 -0.12 -0.57 -0.31
C 0.8007 -1.2923 -6.0452 0.02 -0.43 0.18
H 0.3865 -0.3323 -6.3534 0.05 -0.18 0.13
C 0.1688 -2.4760 -6.4425 0.25 -0.06 0.10
H -0.7354 -2.4280 -7.0504 0.23 -0.05 0.16
C 0.6958 -3.7133 -6.0572 0.12 0.28 0.02
H 0.1876 -4.6348 -6.3426 0.15 0.23 0.04
C 1.8809 -3.7688 -5.3128 0.01 0.13 -0.05
H 2.3141 -4.7356 -5.0434 -0.17 0.31 -0.08
C 2.5068 -2.5867 -4.9106 -0.54 0.02 -0.21
H 3.4265 -2.6201 -4.3253 -0.22 -0.10 -0.06
H 2.5114 0.0878 -3.0115 0.04 0.05 0.08
Si -0.0464 0.0705 0.8269 -0.77 -0.31 0.06
C -0.7467 -1.5761 0.1934 0.12 0.46 -0.30
C -1.9335 -1.6322 -0.5459 0.02 -0.56 -0.01
H -2.4797 -0.7155 -0.7742 0.16 -0.24 -0.02
C -2.4235 -2.8653 -0.9975 0.10 0.09 0.13
H -3.3289 -2.8917 -1.6026 0.17 -0.05 0.13
C -1.7593 -4.0510 -0.6745 0.05 0.24 0.13
H -2.1443 -5.0108 -1.0217 0.08 0.26 0.12
C -0.5927 -3.9983 0.0956 0.11 0.30 -0.03
H -0.0779 -4.9158 0.3825 -0.10 0.16 -0.17
C -0.0694 -2.7621 0.4935 -0.38 -0.49 -0.24
H 0.8797 -2.7293 1.0322 -0.28 0.03 -0.13
C -1.1464 1.4687 0.1828 0.31 -0.11 -0.21
C -2.4398 1.6288 0.7023 -0.23 0.44 -0.34
H -2.8027 0.9896 1.5158 0.22 0.18 -0.32
C -3.2919 2.6153 0.1875 0.21 -0.18 0.03
H -4.2840 2.7425 0.6224 0.18 -0.02 -0.19
C -2.8731 3.4236 -0.8738 0.22 -0.14 0.10
H -3.5502 4.1669 -1.2954 0.18 -0.17 0.11
C -1.5754 3.2800 -1.3778 -0.07 0.04 0.16
H -1.2271 3.9130 -2.1972 -0.13 -0.12 0.27
C -0.7061 2.3325 -0.8287 -0.40 0.23 -0.17
H 0.3196 2.2757 -1.2061 -0.38 -0.13 0.12
H 4.0911 0.3222 -4.8265 0.20 -0.08 0.03
Cl 1.8020 0.2751 -0.0699 0.59 0.09 -0.39
C -1.5899 3.3297 3.8225 -0.28 0.32 -0.19
C -0.4363 2.8352 4.6008 1.68 -0.93 0.49
N 0.2994 1.7508 4.3659 0.07 2.50 0.61
C 1.3329 1.5710 5.2903 -1.72 2.25 0.47
C 1.3522 2.5551 6.2561 0.56 -0.97 -0.35
S 0.1089 3.7143 6.0074 0.29 -0.80 -0.46
C 1.9789 0.3060 5.2460 1.16 -3.00 0.51
C 2.8215 -0.2892 6.1707 -0.73 0.96 -0.77
S 3.0383 -1.9607 5.8385 -0.50 0.75 -0.22
C 1.9505 -1.8414 4.4821 0.01 2.01 0.59
N 1.4997 -0.6028 4.2916 2.57 -1.56 0.70
C 1.6108 -3.0635 3.7317 0.21 -0.47 -0.37
H -2.3689 3.6518 4.5322 0.14 -0.02 -0.41
H -1.2795 4.1878 3.2076 -0.17 -0.19 0.16
H -1.9844 2.5653 3.1488 0.18 0.10 0.13
H 2.0273 2.5239 7.1111 -0.36 0.40 -0.24
H 3.2139 0.2370 7.0297 0.22 -0.35 -0.03
H 2.4310 -3.3011 3.0362 -0.22 -0.06 0.15
H 1.5008 -3.8881 4.4536 0.00 0.16 -0.39
H 0.6856 -2.9502 3.1643 0.18 0.08 0.20
```
Forces are in eV/Å.

## Properties
total charge: 0
spin multiplicity: 3
LUMO energy (alpha / beta): -0.3 / -0.6 eV
HOMO level (alpha / beta): -6.11 / -7.12 eV
ΔE to the lowest compared entry with this formula, charge and spin: 4.6 kcal/mol